No. 1
Entry from OMol25: an isolated ion of composition C4H10N3 and charge +1 at a distorted geometry (the ωB97M-V functional and the def2-TZVPD basis).

Results
- E_HOMO: -14.574 eV
- Frontier orbital gap: 0.336 hartree
- SMILES: [H]/N=[N+](\NC)C(=C)C
- Energy relative to the best compared isomer or geometry (same formula, charge and spin): 4.998 eV
- Total charge: +1
- Energy: -322.27688 a.u.

Each line ends with the Löwdin charge.
Atoms and positions in Å:
H -1.2739 2.0695 0.1244  0.11
N -0.3249 1.7619 -0.0171  0.27
N -0.1773 0.5424 -0.1224  -0.14
N -1.0977 -0.4803 -0.1092  0.07
C -2.4662 0.0336 0.0438  0.00
C 1.1927 0.1247 -0.1289  -0.24
C 2.2029 0.9482 0.1670  0.17
C 1.5195 -1.3502 -0.1112  -0.01
H -1.0075 -1.4212 -0.4349  0.15
H -2.6367 0.4384 0.9730  0.08
H -2.6291 0.6755 -0.7055  0.06
H -3.0823 -0.8613 0.1232  0.12
H 2.0401 1.9636 0.4089  0.08
H 3.1447 0.6201 0.3220  0.06
H 0.9364 -1.9208 0.5749  0.09
H 2.5312 -1.3975 -0.0945  0.06
H 1.1279 -1.7467 -1.0136  0.08



No. 2
Entry from OMol25: an isolated ion of composition C4H10N3 and charge +1 at a distorted geometry (the ωB97M-V functional and the def2-TZVPD basis).

Results
- E_HOMO (alpha / beta): -13.562 / -13.562 eV
- Frontier orbital gap (alpha / beta): 0.256 / 0.256 hartree
- SMILES: C[C@H]1N=[N+](C)CN1
- Energy relative to the best compared isomer or geometry (same formula, charge and spin): 4.665 eV
- Total charge: +1
- Energy: -322.28914 a.u.

Each line ends with the Löwdin charge.
Atoms and positions in Å:
C 2.3526 -0.6509 0.0586  0.03
C 1.0555 -0.0025 -0.5850  -0.42
N 0.0448 -0.9102 -0.6358  0.32
N -1.1327 -0.1661 -0.1668  -0.09
C -2.4070 -0.6778 0.0008  0.00
C -0.7627 1.0521 0.3952  -0.17
N 0.6357 1.2087 0.0759  0.06
H 2.1587 -0.9606 1.1204  0.11
H 3.1608 0.0635 0.0231  0.09
H 2.5556 -1.5322 -0.3839  0.04
H 1.3082 0.0603 -1.7194  0.21
H -2.6278 -0.8396 1.1399  0.17
H -2.5730 -1.5818 -0.5280  0.10
H -2.9968 0.0922 -0.4665  0.12
H -0.8177 1.0009 1.4856  0.15
H -1.2553 1.9369 -0.0048  0.15
H 1.3010 1.9072 0.1910  0.12



No. 3
Entry from OMol25: a 2-piece molecular cluster, C4H10N3 overall at a distorted geometry (the ωB97M-V functional and the def2-TZVPD basis).

Results
- E_HOMO (alpha / beta): -13.825 / -14.152 eV
- Frontier orbital gap (alpha / beta): 0.307 / 0.361 hartree
- Energy relative to the best compared isomer or geometry (same formula, charge and spin): 5.858 eV
- Total charge: +1
- Energy: -322.24529 a.u.

Each line ends with the Löwdin charge.
Atoms and positions in Å:
C 2.5581 1.4263 0.1615  -0.14
C -0.3960 -0.1395 -0.2485  -0.06
C 0.5798 -2.3640 -0.5561  -0.04
C -2.1443 1.2674 0.5825  -0.08
N 2.3821 0.2993 -0.3377  0.12
N -0.5605 -1.3835 -0.3010  0.04
N -0.9944 1.0057 -0.1541  0.00
H 3.4659 1.9590 -0.0887  0.08
H 1.8208 2.0059 0.8124  0.09
H 0.7371 -3.0083 0.3200  0.08
H 0.2510 -3.1257 -1.3956  0.13
H 1.6230 -1.8727 -0.6926  0.08
H -2.8635 1.9036 -0.0788  0.14
H -2.0050 1.8423 1.5259  0.11
H -2.6679 0.3679 0.9078  0.10
H -1.4265 -1.9954 -0.3314  0.20
H -0.3598 1.8119 -0.1255  0.15



No. 4
Entry from OMol25: a 2-piece molecular cluster, C4H10N3 overall at a distorted geometry (the ωB97M-V functional and the def2-TZVPD basis).

Results
- E_HOMO (alpha / beta): -13.891 / -13.649 eV
- Frontier orbital gap (alpha / beta): 0.290 / 0.316 hartree
- Energy relative to the best compared isomer or geometry (same formula, charge and spin): 6.304 eV
- Total charge: +1
- Energy: -322.22891 a.u.

Each line ends with the Löwdin charge.
Atoms and positions in Å:
C 1.2456 0.0484 -1.0843  0.09
C 0.5269 1.0676 -0.5560  -0.06
C 0.7226 -1.2047 -0.3234  -0.37
C -1.4976 1.5085 0.9131  -0.01
N -0.4317 -0.6838 0.4774  0.10
N 0.2959 -2.3785 -0.9629  0.07
N -0.3686 0.6608 0.4752  -0.18
H 1.9971 0.1758 -1.8097  0.11
H 0.5715 2.0469 -0.7020  0.09
H 1.5782 -1.4365 0.4126  0.18
H -1.0984 2.4660 1.3277  0.11
H -2.1243 1.8686 0.1359  0.08
H -2.2597 1.0275 1.6143  0.14
H -0.4959 -1.2784 1.2529  0.15
H 1.0528 -2.9321 -1.3114  0.09
H -0.5259 -2.2052 -1.5854  0.13
H 0.8115 1.2492 1.7260  0.27



No. 5
Entry from OMol25: an isolated ion of composition C4H10N3 and charge +1 at a distorted geometry (the ωB97M-V functional and the def2-TZVPD basis).

Results
- E_HOMO: -13.263 eV
- Frontier orbital gap: 0.335 hartree
- SMILES: N[C@@H]1CNC(=[NH2+])C1
- Energy relative to the best compared isomer or geometry (same formula, charge and spin): 1.325 eV
- Total charge: +1
- Energy: -322.41189 a.u.

Each line ends with the Löwdin charge.
Atoms and positions in Å:
N 1.9162 0.2634 0.4449  0.08
C 0.6921 -0.3330 0.9939  -0.36
C 0.0586 -1.5232 0.2209  -0.14
N -0.5461 -0.8948 -0.9213  0.10
C -0.8748 0.5031 -0.6374  -0.13
N -1.1465 1.4550 -1.5240  0.22
C -0.4508 0.6735 0.8701  -0.05
H 2.5803 -0.4589 0.5356  0.07
H 1.8715 0.8235 -0.3643  0.07
H 0.9274 -0.6953 2.0784  0.18
H 0.8802 -2.1195 -0.1840  0.13
H -0.6800 -2.0653 0.8808  0.15
H -0.7162 -1.4193 -1.7150  0.12
H -1.4276 2.2732 -1.0695  0.11
H -1.6870 1.3586 -2.4297  0.19
H -0.2163 1.6852 1.2104  0.13
H -1.1807 0.4739 1.6101  0.12



No. 6
Entry from OMol25: an isolated ion of composition C4H10N3 and charge +1 at a distorted geometry (the ωB97M-V functional and the def2-TZVPD basis).

Results
- E_HOMO: -14.360 eV
- Frontier orbital gap: 0.391 hartree
- SMILES: [H]/N=C(\C)C(=[NH2+])NC
- Energy relative to the best compared isomer or geometry (same formula, charge and spin): 1.605 eV
- Total charge: +1
- Energy: -322.40158 a.u.

Each line ends with the Löwdin charge.
Atoms and positions in Å:
H -2.2773 -2.1053 -0.8157  0.10
N -1.4350 -1.5963 -0.6051  0.18
C -1.3604 -0.5441 0.0120  -0.33
C -2.4509 0.3318 0.4328  -0.04
C 0.2276 0.0616 0.1385  -0.20
N 0.3786 1.3616 0.2748  0.24
N 1.1683 -0.8292 -0.0588  0.02
C 2.6333 -0.5753 -0.0001  -0.04
H -2.2816 1.3886 0.7022  0.07
H -3.2822 0.2629 -0.3985  0.14
H -2.8644 -0.1245 1.3651  0.11
H -0.3698 1.8602 0.6984  0.11
H 1.2529 1.8176 0.2740  0.12
H 1.0750 -1.8591 -0.3085  0.19
H 2.8726 0.1765 0.9230  0.14
H 3.0013 -1.5627 0.2418  0.08
H 3.1800 -0.1202 -0.8889  0.11



No. 7
Entry from OMol25: C4H10N4 as an isolated structure at a distorted geometry (the ωB97M-V functional and the def2-TZVPD basis).

Results
- E_HOMO: -8.365 eV
- Frontier orbital gap: 0.318 hartree
- Energy relative to the best compared isomer or geometry (same formula, charge and spin): 8.783 eV
- Energy: -377.12403 a.u.

Each line ends with the Löwdin charge.
Atoms and positions in Å:
C -1.4467 -0.4589 -0.3348  -0.35
C -0.7551 0.7012 0.4396  -0.34
C -0.0689 0.0233 -0.8750  -0.22
C 2.4406 0.6180 0.2524  -0.10
H -1.1821 -1.4859 1.8589  0.23
H -2.2162 -2.5743 0.2207  0.20
H -2.4785 -0.1113 -0.5823  0.14
H -0.5114 0.5353 1.6464  0.17
H -0.3845 2.5720 0.4727  0.11
H -1.2866 2.1622 -1.0138  0.14
H -0.0450 0.7476 -1.6697  0.10
H 0.3833 -1.7423 -0.2815  0.11
H 2.0194 1.5260 -0.3923  0.08
H 3.1922 0.7520 1.2651  0.11
N -1.2715 -1.6837 0.4610  -0.12
N -1.3649 2.0631 0.1737  -0.04
N 0.9630 -0.9138 -0.6088  -0.10
N 1.8863 -0.5631 0.2002  -0.13



No. 8
Entry from OMol25: one molecule with the formula C4H10N4 at a distorted geometry (the ωB97M-V functional and the def2-TZVPD basis).

Results
- E_HOMO: -6.905 eV
- Frontier orbital gap: 0.279 hartree
- SMILES: [H]/N=C\N/C=N\N(C)C
- Energy relative to the best compared isomer or geometry (same formula, charge and spin): 4.320 eV
- Energy: -377.28805 a.u.

Each line ends with the Löwdin charge.
Atoms and positions in Å:
H -1.1693 1.2821 0.0867  0.07
N -2.2329 1.1324 -0.1159  0.09
C -2.2625 0.2155 -0.9623  -0.34
N -1.3215 -0.5182 -1.7031  0.03
C 0.0206 -0.5651 -1.5686  -0.23
N 0.9388 -0.0815 -0.7714  0.04
N 1.0907 0.1112 0.5802  -0.35
C 0.2297 -0.6846 1.4545  -0.08
C 2.1563 0.9891 0.9437  -0.08
H -3.2150 -0.2399 -1.1584  0.10
H -1.7419 -1.0178 -2.4569  0.12
H 0.3779 -1.2036 -2.4122  0.12
H -0.8821 -0.6940 1.2125  0.07
H 0.4698 -0.5268 2.5980  0.12
H 0.5496 -1.6965 1.1648  0.07
H 2.0925 0.8015 2.0812  0.11
H 3.0343 0.6797 0.3869  0.07
H 1.8648 2.0162 0.6403  0.08



No. 9
Entry from OMol25: one molecule with the formula C4H10N4 at a distorted geometry (the ωB97M-V functional and the def2-TZVPD basis).

Results
- E_HOMO: -7.640 eV
- Frontier orbital gap: 0.315 hartree
- SMILES: C=NNC1[C@@H](N)[C@@H]1N
- Energy relative to the best compared isomer or geometry (same formula, charge and spin): 6.674 eV
- Energy: -377.20154 a.u.

Each line ends with the Löwdin charge.
Atoms and positions in Å:
C 1.1229 -2.4176 0.9115  -0.12
N 1.5333 -1.2973 1.5889  -0.10
N 0.8324 -0.2660 1.2785  -0.14
C -0.3894 -0.2007 0.4828  -0.25
C -0.5804 1.2560 0.0896  -0.29
N 0.3328 2.3073 0.4359  0.03
C -0.1650 0.1587 -1.0090  -0.19
N -1.2173 -0.1538 -2.1593  0.01
H 0.4473 -2.3458 -0.1378  0.10
H 1.5651 -3.5094 1.4343  0.10
H 1.2294 0.6202 1.9019  0.21
H -1.2093 -0.8622 0.5590  0.12
H -1.5991 1.6930 -0.1857  0.15
H 0.3463 3.0644 -0.2966  0.12
H -0.0737 2.7881 1.1240  0.01
H 0.9007 0.3277 -1.1299  0.13
H -0.9331 -1.0112 -2.9166  0.15
H -2.1430 -0.1512 -1.9716  -0.03



No. 10
Entry from OMol25: one molecule with the formula C4H10N4 at a distorted geometry (the ωB97M-V functional and the def2-TZVPD basis).

Results
- E_HOMO: -8.667 eV
- Frontier orbital gap: 0.353 hartree
- SMILES: [H]/N=C\NN1C[C@@H]1CN
- Energy relative to the best compared isomer or geometry (same formula, charge and spin): 2.955 eV
- Energy: -377.33820 a.u.

Each line ends with the Löwdin charge.
Atoms and positions in Å:
H 1.4768 0.6824 1.2989  0.01
N 2.2422 0.9239 0.6868  0.07
C 2.2454 0.0370 -0.2511  -0.29
N 1.2260 -0.8893 -0.5245  0.00
N 0.2287 -1.0805 0.5195  -0.08
C -0.9868 -1.7504 0.1209  -0.10
C -1.0322 -0.3533 0.5307  -0.27
C -1.2565 0.7925 -0.4483  -0.28
N -0.7771 2.1106 -0.1463  0.00
H 2.9815 0.0663 -1.0705  0.11
H 1.6131 -1.7424 -0.8995  0.12
H -1.0551 -1.9699 -0.9641  0.13
H -1.3212 -2.5060 0.7734  0.09
H -1.3757 -0.0852 1.5154  0.13
H -2.3661 0.8492 -0.4343  0.12
H -0.9812 0.4611 -1.4294  0.10
H 0.2424 2.0406 -0.0924  0.04
H -1.1042 2.4134 0.8150  0.10



No. 11
Entry from OMol25: an isolated ion of composition C4H10N4 and charge +2 at a distorted geometry (the ωB97M-V functional and the def2-TZVPD basis).

Results
- E_HOMO: -19.408 eV
- Frontier orbital gap: 0.340 hartree
- SMILES: [NH+]#CNCCCN=[NH2+]
- Energy relative to the best compared isomer or geometry (same formula, charge and spin): 4.132 eV
- Total charge: +2
- Energy: -376.65148 a.u.

Each line ends with the Löwdin charge.
Atoms and positions in Å:
N -2.1597 1.8188 -0.7277  0.39
C -1.0920 1.5665 -0.3690  -0.13
N 0.0129 1.5119 0.2589  0.07
C 1.3753 1.0504 0.0068  -0.11
C 1.3867 -0.4911 0.1927  -0.09
C 0.3729 -1.2770 -0.7305  -0.13
N -0.8071 -0.8625 -0.2068  0.05
N -1.4019 -1.6371 0.5353  0.28
H -2.9051 2.4218 -1.0293  0.17
H 0.1011 1.9544 1.2400  0.24
H 1.9483 1.4704 0.8820  0.16
H 1.7593 1.3974 -0.9489  0.15
H 2.4163 -0.8424 0.1865  0.14
H 1.0382 -0.6112 1.2125  0.12
H 0.5060 -1.0302 -1.7229  0.13
H 0.6853 -2.3836 -0.6254  0.18
H -1.0152 -2.5768 0.7286  0.19
H -2.2213 -1.4798 1.1173  0.20



No. 12
Entry from OMol25: an isolated ion of composition C4H10N4 and charge +2 at a distorted geometry (the ωB97M-V functional and the def2-TZVPD basis).

Results
- E_HOMO: -18.757 eV
- Frontier orbital gap: 0.418 hartree
- SMILES: C[C@@]1([NH3+])CN1N=C=[NH2+]
- Energy relative to the best compared isomer or geometry (same formula, charge and spin): 3.766 eV
- Total charge: +2
- Energy: -376.66493 a.u.

Each line ends with the Löwdin charge.
Atoms and positions in Å:
C 1.0266 0.5987 1.1515  0.04
C 0.1838 0.7891 -0.1348  -0.34
N -0.5273 2.0940 -0.3194  0.28
C 0.2799 0.0252 -1.4478  0.02
N -0.8264 -0.2307 -0.5239  0.00
N -0.8350 -1.4189 0.0579  0.19
C -1.1645 -2.5420 0.0898  -0.01
N -1.4393 -3.7270 0.4952  0.24
H 1.6743 -0.2701 0.8775  0.12
H 0.4976 0.5074 2.0594  0.08
H 1.7179 1.4160 1.4690  0.12
H -0.1503 2.7473 0.3689  0.18
H -1.4051 2.1828 0.1905  0.19
H -0.5406 2.4907 -1.2703  0.20
H 1.1472 -0.6903 -1.6411  0.17
H -0.0609 0.5139 -2.4040  0.15
H -2.3903 -4.0841 0.6830  0.18
H -0.7950 -4.5485 0.3485  0.19